[1]
Computed, not measured: 3 unconnected molecules or ions with the total composition C6H18NO3 in a non-equilibrium geometry, with the ωB97M-V functional and the def2-TZVPD basis.

Last columns: bonded neighbours and bond lengths (Å).
Positions of all 28 atoms, in Å:
1 C -1.113 -1.408 -1.189  C2 1.519, H9 1.086, H10 1.093, H11 1.099
2 C -0.280 -1.711 0.045  C1 1.519, N3 1.444, H12 1.094, H13 1.106
3 N 0.755 -0.735 0.287  C2 1.444, C4 1.435, C6 1.460
4 C 2.105 -1.143 0.019  N3 1.435, C5 1.543, H14 1.100, H15 1.088
5 C 2.850 -0.221 -0.968  C4 1.543, H16 1.093, H17 1.080, H18 1.092
6 C 0.589 0.290 1.312  N3 1.460, C7 1.545, H19 1.088, H20 1.088
7 C -0.148 1.543 0.791  C6 1.545, O8 1.369, H21 1.118, H22 1.100
8 O -1.424 1.274 0.376  C7 1.369
9 H -1.374 -0.355 -1.168  C1 1.086
10 H -0.552 -1.655 -2.095  C1 1.093
11 H -2.041 -1.993 -1.114  C1 1.099
12 H 0.092 -2.740 0.079  C2 1.094
13 H -0.991 -1.607 0.885  C2 1.106
14 H 2.664 -1.039 0.960  C4 1.100
15 H 2.167 -2.202 -0.225  C4 1.088
16 H 2.788 -0.622 -1.983  C5 1.093
17 H 3.864 -0.096 -0.618  C5 1.080
18 H 2.342 0.745 -1.003  C5 1.092
19 H 1.586 0.538 1.669  C6 1.088
20 H -0.030 -0.150 2.092  C6 1.088
21 H -0.176 2.210 1.688  C7 1.118
22 H 0.514 1.920 -0.002  C7 1.100
23 H -1.133 3.537 -1.435  O25 0.970
24 H -1.690 2.256 -0.804  O25 1.029
25 O -1.816 2.873 -1.617  H23 0.970, H24 1.029
26 H -3.138 0.028 2.086  O28 0.961
27 H -2.841 0.448 0.704  O28 0.996
28 O -3.569 0.015 1.227  H26 0.961, H27 0.996

Results
Total charge: -1
Lowest unoccupied orbital energy (hartree): 0.13514
Multiplicity: 1
DFT total energy (eV): -14146.7946
Kohn-Sham gap (Ha): 0.2795
Maximum force (eV Å⁻¹): 1.8
E_HOMO (eV): -3.9
Relative energy (zero: lowest compared OMol25 entry of this formula, charge and spin) (kJ/mol): 56.05

And the Mulliken charges, in e, turn out to be: atom 1 (C): -1.01, atom 2 (C): -0.73, atom 3 (N): 0.61, atom 4 (C): -0.90, atom 5 (C): -1.03, atom 6 (C): -1.07, atom 7 (C): -0.50, atom 8 (O): -0.78, atom 9 (H): 0.13, atom 10 (H): 0.36, atom 11 (H): 0.34, atom 12 (H): 0.52, atom 13 (H): 0.24, atom 14 (H): 0.41, atom 15 (H): 0.43, atom 16 (H): 0.29, atom 17 (H): 0.35, atom 18 (H): 0.22, atom 19 (H): 0.46, atom 20 (H): 0.33, atom 21 (H): 0.17, atom 22 (H): 0.21, atom 23 (H): 0.27, atom 24 (H): 0.44, atom 25 (O): -0.76, atom 26 (H): 0.27, atom 27 (H): 0.42, atom 28 (O): -0.71



[2]
Computed, not measured: a single C2HNO2S molecule in a non-equilibrium geometry, with the ωB97M-V functional and the def2-TZVPD basis.

Last columns: bonded neighbours and bond lengths (Å).
Positions of all 7 atoms, in Å:
1 C -0.702 -0.761 0.938  C2 1.446, N3 1.269, H7 1.123
2 C -1.624 -0.208 -0.029  C1 1.446, N3 1.542, O5 1.531, S6 1.730
3 N -0.249 -0.872 -0.242  C1 1.269, C2 1.542
4 O -3.966 -0.572 0.777  S6 1.456
5 O -2.272 1.157 -0.277  C2 1.531, S6 1.727
6 S -3.297 -0.219 -0.467  C2 1.730, O4 1.456, O5 1.727
7 H -0.273 -1.307 1.821  C1 1.123

Results
Lowest unoccupied orbital energy (hartree): 0.00335
Multiplicity: 1
DFT total energy (eV): -18505.5783
Kohn-Sham gap (Ha): 0.3813
Maximum force (eV Å⁻¹): 3.0
E_HOMO (eV): -10.3
Relative energy (zero: lowest compared OMol25 entry of this formula, charge and spin) (kJ/mol): 505.61

And the Mulliken charges, in e, turn out to be: atom 1 (C): -0.16, atom 2 (C): 0.57, atom 3 (N): -0.34, atom 4 (O): -0.49, atom 5 (O): -0.36, atom 6 (S): 0.45, atom 7 (H): 0.33